Formula: C16H20N4O4S2
Source: the OMol25 dataset
Level of theory: the ωB97M-V functional and the def2-TZVPD basis

SMILES string = Cc1cc(C)nc(SCC(=O)Nc2ccc(S(=O)(=O)NCCO)cc2)n1
relative energy (zero: lowest compared OMol25 entry of this formula, charge and spin) = 1.578 eV
Kohn-Sham gap = 9.2 eV
calculated total energy = -52738.0921 eV
HOMO level = -8.84 eV
total charge = 0

Geometry (Å):
C (-5.434, -2.838, -1.163)
C (-4.635, -1.786, -0.473)
N (-4.668, -0.566, -0.990)
C (-3.956, 0.371, -0.389)
N (-3.184, 0.201, 0.679)
C (-3.153, -1.016, 1.224)
C (-3.886, -2.057, 0.672)
H (-3.867, -3.042, 1.108)
C (-2.294, -1.197, 2.433)
H (-1.843, -0.253, 2.726)
H (-1.509, -1.924, 2.230)
H (-2.894, -1.580, 3.257)
S (-4.070, 1.958, -1.112)
C (-3.334, 3.039, 0.170)
C (-1.829, 3.218, 0.010)
O (-1.338, 4.273, -0.317)
N (-1.155, 2.071, 0.287)
C (0.211, 1.831, 0.227)
C (1.151, 2.833, -0.018)
C (2.496, 2.515, -0.045)
C (2.907, 1.212, 0.168)
C (1.987, 0.205, 0.405)
C (0.643, 0.517, 0.434)
H (-0.087, -0.258, 0.614)
H (2.322, -0.809, 0.556)
S (4.658, 0.864, 0.113)
O (5.045, -0.077, 1.137)
O (5.361, 2.108, 0.079)
N (4.882, 0.106, -1.373)
H (4.101, 0.226, -1.997)
C (5.490, -1.204, -1.406)
H (6.256, -1.194, -0.628)
C (4.525, -2.367, -1.161)
H (5.097, -3.306, -1.214)
O (3.855, -2.286, 0.072)
H (4.392, -1.743, 0.679)
H (3.753, -2.391, -1.940)
H (5.978, -1.337, -2.377)
H (3.247, 3.268, -0.220)
H (0.821, 3.844, -0.184)
H (-1.747, 1.268, 0.537)
H (-3.581, 2.610, 1.140)
H (-3.821, 4.005, 0.043)
H (-4.782, -3.646, -1.492)
H (-5.940, -2.407, -2.021)
H (-6.170, -3.257, -0.479)

Which charges does Löwdin predict for the atoms? In e, they are:
1. C -0.0249
2. C -0.3136
3. N 0.1009
4. C -0.6544
5. N 0.0692
6. C -0.3053
7. C 0.0270
8. H 0.1220
9. C -0.0237
10. H 0.0806
11. H 0.0880
12. H 0.0876
13. S 1.0108
14. C -0.3500
15. C -0.5275
16. O 0.0777
17. N 0.1239
18. C -0.1970
19. C 0.0165
20. C -0.0426
21. C -0.2816
22. C -0.0421
23. C 0.0022
24. H 0.1029
25. H 0.0998
26. S 0.6865
27. O -0.3019
28. O -0.2860
29. N -0.1229
30. H 0.1113
31. C -0.2256
32. H 0.1197
33. C -0.2520
34. H 0.1165
35. O -0.1002
36. H 0.0483
37. H 0.1185
38. H 0.1232
39. H 0.1136
40. H 0.1047
41. H 0.0796
42. H 0.0834
43. H 0.0823
44. H 0.0869
45. H 0.0811
46. H 0.0866



Formula: C4H12
Source: the OMol25 dataset
Level of theory: the ωB97M-V functional and the def2-TZVPD basis

relative energy (zero: lowest compared OMol25 entry of this formula, charge and spin) = 0.966 eV
Kohn-Sham gap (spin up / spin down) = 11.1 / 2.9 eV
⟨S²⟩ = 0.75
spin multiplicity = 2
calculated total energy = -4330.2660 eV
HOMO level (spin up / spin down) = -14.67 / -14.66 eV
total charge = +1

Geometry (Å):
C (2.309, 0.567, -0.315)
C (2.096, -0.820, 0.164)
H (1.405, 0.943, -0.875)
H (2.240, 1.314, 0.547)
H (3.118, 0.614, -1.037)
H (1.013, -0.985, 0.206)
H (2.627, -1.512, -0.536)
H (2.621, -1.169, 1.083)
C (-2.016, 0.504, 0.729)
C (-2.357, -0.271, -0.549)
H (-0.951, 0.690, 0.814)
H (-2.416, 1.523, 0.690)
H (-2.631, 0.125, 1.539)
H (-1.456, -0.664, -1.044)
H (-2.858, 0.310, -1.319)
H (-2.945, -1.168, -0.366)

Which charges does Löwdin predict for the atoms? In e, they are:
1. C 0.0149
2. C 0.0068
3. H 0.1750
4. H 0.2086
5. H 0.1140
6. H 0.1243
7. H 0.1554
8. H 0.1801
9. C -0.1595
10. C -0.1643
11. H 0.0307
12. H 0.0674
13. H 0.0716
14. H 0.0420
15. H 0.0666
16. H 0.0664



Copy entry 1 word for word.
Formula: C16H20N4O4S2
Source: the OMol25 dataset
Level of theory: the ωB97M-V functional and the def2-TZVPD basis

SMILES string = Cc1cc(C)nc(SCC(=O)Nc2ccc(S(=O)(=O)NCCO)cc2)n1
relative energy (zero: lowest compared OMol25 entry of this formula, charge and spin) = 1.578 eV
Kohn-Sham gap = 9.2 eV
calculated total energy = -52738.0921 eV
HOMO level = -8.84 eV
total charge = 0

Geometry (Å):
C (-5.434, -2.838, -1.163)
C (-4.635, -1.786, -0.473)
N (-4.668, -0.566, -0.990)
C (-3.956, 0.371, -0.389)
N (-3.184, 0.201, 0.679)
C (-3.153, -1.016, 1.224)
C (-3.886, -2.057, 0.672)
H (-3.867, -3.042, 1.108)
C (-2.294, -1.197, 2.433)
H (-1.843, -0.253, 2.726)
H (-1.509, -1.924, 2.230)
H (-2.894, -1.580, 3.257)
S (-4.070, 1.958, -1.112)
C (-3.334, 3.039, 0.170)
C (-1.829, 3.218, 0.010)
O (-1.338, 4.273, -0.317)
N (-1.155, 2.071, 0.287)
C (0.211, 1.831, 0.227)
C (1.151, 2.833, -0.018)
C (2.496, 2.515, -0.045)
C (2.907, 1.212, 0.168)
C (1.987, 0.205, 0.405)
C (0.643, 0.517, 0.434)
H (-0.087, -0.258, 0.614)
H (2.322, -0.809, 0.556)
S (4.658, 0.864, 0.113)
O (5.045, -0.077, 1.137)
O (5.361, 2.108, 0.079)
N (4.882, 0.106, -1.373)
H (4.101, 0.226, -1.997)
C (5.490, -1.204, -1.406)
H (6.256, -1.194, -0.628)
C (4.525, -2.367, -1.161)
H (5.097, -3.306, -1.214)
O (3.855, -2.286, 0.072)
H (4.392, -1.743, 0.679)
H (3.753, -2.391, -1.940)
H (5.978, -1.337, -2.377)
H (3.247, 3.268, -0.220)
H (0.821, 3.844, -0.184)
H (-1.747, 1.268, 0.537)
H (-3.581, 2.610, 1.140)
H (-3.821, 4.005, 0.043)
H (-4.782, -3.646, -1.492)
H (-5.940, -2.407, -2.021)
H (-6.170, -3.257, -0.479)

Which charges does Löwdin predict for the atoms? In e, they are:
1. C -0.0249
2. C -0.3136
3. N 0.1009
4. C -0.6544
5. N 0.0692
6. C -0.3053
7. C 0.0270
8. H 0.1220
9. C -0.0237
10. H 0.0806
11. H 0.0880
12. H 0.0876
13. S 1.0108
14. C -0.3500
15. C -0.5275
16. O 0.0777
17. N 0.1239
18. C -0.1970
19. C 0.0165
20. C -0.0426
21. C -0.2816
22. C -0.0421
23. C 0.0022
24. H 0.1029
25. H 0.0998
26. S 0.6865
27. O -0.3019
28. O -0.2860
29. N -0.1229
30. H 0.1113
31. C -0.2256
32. H 0.1197
33. C -0.2520
34. H 0.1165
35. O -0.1002
36. H 0.0483
37. H 0.1185
38. H 0.1232
39. H 0.1136
40. H 0.1047
41. H 0.0796
42. H 0.0834
43. H 0.0823
44. H 0.0869
45. H 0.0811
46. H 0.0866



> The highest total charge belongs to which entry?

C4H12